Entry from the Open Molecules 2025 dataset: a structure of composition C36H25Cl3FGeN6O2STi (ωB97M-V/def2-TZVPD).

Structure (ORCA input):
```
! RIJCOSX wB97M-V def2-TZVPD def2/J DEFGRID3
* xyz 2 2
Ti -0.612 0.497 0.893
C 0.905 -1.447 2.921
O 0.996 -0.613 1.730
C 2.276 -0.062 1.468
C 3.443 -0.715 1.803
C 4.654 -0.106 1.496
C 4.677 1.129 0.863
C 3.495 1.773 0.534
C 2.279 1.181 0.848
N 1.002 1.744 0.571
N 1.028 2.952 0.166
C -0.085 3.591 -0.241
C -1.309 2.941 -0.524
O -1.454 1.639 -0.288
C -2.373 3.648 -1.102
C -2.245 4.984 -1.349
C -1.053 5.700 -1.059
C -0.958 7.084 -1.312
C 0.196 7.761 -1.024
C 1.286 7.073 -0.469
C 1.216 5.725 -0.209
C 0.046 5.011 -0.507
H 1.386 -0.935 3.751
H 1.377 -2.408 2.724
H -0.153 -1.577 3.138
H 3.427 -1.670 2.309
H 5.578 -0.602 1.759
H 5.623 1.597 0.628
H 3.496 2.736 0.045
H -3.282 3.110 -1.331
H -3.079 5.526 -1.780
H -1.811 7.599 -1.734
H 0.269 8.822 -1.217
H 2.194 7.613 -0.235
H 2.056 5.211 0.236
S -2.701 -6.875 2.591
N -3.553 -5.546 2.297
C -2.724 -4.680 1.733
C -3.027 -3.308 1.390
C -4.269 -2.729 1.689
C -4.453 -1.391 1.467
C -3.360 -0.640 1.037
N -2.178 -1.171 0.740
C -2.021 -2.517 0.831
C -0.752 -3.142 0.412
N 0.123 -2.534 -0.454
C 1.360 -3.015 -0.635
C 1.794 -4.180 -0.035
C 0.880 -4.921 0.678
C -0.402 -4.410 0.894
C -1.420 -5.184 1.573
N -1.267 -6.418 2.029
H -5.049 -3.353 2.106
H -5.393 -0.902 1.679
H -3.434 0.438 0.951
H 1.977 -2.466 -1.333
H 2.803 -4.525 -0.204
H 1.125 -5.897 1.078
F 1.575 -2.203 -6.585
C 1.132 -2.012 -5.347
C 1.723 -1.031 -4.573
C 1.257 -0.841 -3.282
C 0.216 -1.621 -2.787
C -0.288 -1.413 -1.389
C -0.370 -2.593 -3.596
C 0.089 -2.799 -4.883
H 2.524 -0.433 -4.985
H 1.703 -0.070 -2.661
H 0.146 -0.476 -1.016
H -1.368 -1.359 -1.375
H -1.196 -3.189 -3.224
H -0.351 -3.542 -5.534
Cl 0.544 1.892 4.441
Ge -1.178 1.516 3.200
Cl -2.215 -0.172 4.194
Cl -2.488 3.197 3.386
*
```

The total energy comes out at -6670.5916 Eh. The expectation value of S² is 0.7769. Its energy relative to the best compared isomer or geometry (same formula, charge and spin) is 0.515 eV. The calculation puts the HOMO energy (alpha / beta) at -0.470 / -0.474 hartree.